Here is a 2-piece molecular cluster, C4H9N2O overall in a non-equilibrium geometry from the Open Molecules 2025 dataset. Energies are from the ωB97M-V functional and the def2-TZVPD basis.

Values from the calculation:
* HOMO energy: -12.5642 eV
* 2S+1: 1
* orbital gap: 8.557 eV
* F_max: 0.0927 hartree/bohr
* relative energy (zero: lowest compared OMol25 entry of this formula, charge and spin): 487.73 kJ/mol
* net charge: +1

Structure (XYZ):
```
16
Properties=species:S:1:pos:R:3:lowdin_charge:R:1
C -1.00 1.05 -0.01 0.09
C -2.77 -0.50 -0.43 0.05
C 1.11 0.52 -0.33 -0.31
C 1.01 -1.64 0.71 0.06
N -1.92 0.35 -0.13 -0.03
N 1.80 1.72 -0.38 0.19
O 1.31 -0.17 0.70 -0.05
H -0.79 1.92 0.55 0.11
H -3.12 -1.07 0.38 0.08
H -3.38 -0.53 -1.35 0.12
H 0.80 0.11 -1.26 0.15
H -0.10 -1.83 0.50 0.11
H 1.01 -2.04 1.74 0.10
H 1.82 -2.04 0.08 0.12
H 1.85 2.30 -1.16 0.11
H 2.38 1.85 0.39 0.10
```